Record 1
Here is C3H5NO2S in the gas phase in a non-equilibrium geometry from OMol25. Energies are from the ωB97M-V functional and the def2-TZVPD basis.

Values from the calculation:
Calculated total energy = -720.6295 a.u.
Highest occupied orbital energy = -9.18 eV
Structure (SMILES) = CN1OCOC1=S
Relative energy (zero: lowest compared OMol25 entry of this formula, charge and spin) = 307.3 kJ/mol
Frontier orbital gap = 9.461 eV

```
! RIJCOSX wB97M-V def2-TZVPD def2/J DEFGRID3
* xyz 0 1
C 1.01336 -1.36705 -0.01723
C -0.58553 1.58213 -0.65281
C -0.99259 -0.10242 0.78251
H 1.84324 -0.81281 0.50106
H 0.89902 -2.12356 0.69483
H 1.56755 -1.89531 -0.85041
H -0.25679 2.66965 -0.43141
H -0.96450 1.59089 -1.66014
N -0.16080 -0.54562 -0.33641
O 0.47427 0.73248 -0.57574
O -1.43506 1.12497 0.37160
S -1.40217 -0.85335 2.17414
*
```

Quick look at the Löwdin charges, all values in e: -0.0776, -0.2236, -0.8079, 0.1081, 0.0405, 0.1060, 0.1703, 0.1266, -0.0645, -0.0849, -0.0313, 0.7382


Record 2
Here is a molecular structure, C36H44AsN4O9P2STi from OMol25. Energies are from the ωB97M-V functional and the def2-TZVPD basis.

Values from the calculation:
Calculated total energy = -6460.7951 a.u.
Highest occupied orbital energy (spin up / spin down) = -7.91 / -7.91 eV
Relative energy (zero: lowest compared OMol25 entry of this formula, charge and spin) = 47.8 kJ/mol
Frontier orbital gap (spin up / spin down) = 8.294 / 8.304 eV

```
! RIJCOSX wB97M-V def2-TZVPD def2/J DEFGRID3
* xyz 0 2
Ti 0.79440 -0.40268 1.62272
O 3.13748 -2.89160 0.81811
As 2.29700 -3.21017 2.33416
O 2.11813 -4.81640 2.47470
O 0.88366 -2.25977 2.24671
C 3.36418 -2.49002 3.78193
C 3.85525 -3.47726 4.62525
C 4.62082 -3.14270 5.73667
C 4.90233 -1.81783 6.01476
C 4.40635 -0.81642 5.18959
C 3.64223 -1.15417 4.08602
S 2.94260 0.17959 3.16108
O 3.70867 1.36759 3.38923
O 2.92010 -0.29305 1.74575
O 1.51329 0.25389 3.55325
H 3.09702 -3.73973 0.35212
H 3.62478 -4.51044 4.39643
H 4.99649 -3.92656 6.38186
H 5.50550 -1.55398 6.87365
H 4.61032 0.22617 5.39285
C 0.10584 3.58357 -2.89050
P -0.49627 4.10624 -1.22432
C 0.09608 5.84988 -1.29942
C -2.29269 4.30568 -1.59238
C -2.88578 5.56633 -1.69606
C -4.23711 5.70545 -1.97105
C -5.02361 4.57715 -2.15754
C -4.44751 3.32305 -2.04068
C -3.09437 3.16373 -1.74290
P -2.35133 1.47575 -1.54303
C -3.00028 0.66395 -3.06908
C -3.52423 0.76689 -0.31431
H -0.38676 4.14447 -3.68699
H -0.06968 2.51838 -3.04182
H 1.18253 3.76223 -2.94399
H -0.17450 6.36595 -2.22352
H 1.18533 5.81914 -1.22965
H -0.27020 6.42493 -0.44748
H -2.29318 6.46165 -1.56259
H -4.67135 6.69466 -2.04454
H -6.07758 4.67231 -2.38718
H -5.07117 2.44815 -2.18468
H -4.08569 0.54449 -3.05851
H -2.54901 -0.32607 -3.17052
H -2.72023 1.25592 -3.94146
H -4.55570 1.05127 -0.52463
H -3.25898 1.08776 0.69298
H -3.45802 -0.32231 -0.35174
C 4.01980 2.37830 0.00271
N 2.57615 2.21257 -0.16804
C 2.19800 1.21371 -1.16788
C 1.71890 2.38042 0.87101
O 0.79291 1.53025 1.04533
N 1.78337 3.45978 1.65387
C 0.99632 3.53420 2.87651
C 2.66024 4.58657 1.40412
H 4.50048 1.42711 -0.22967
H 4.26453 2.61203 1.03404
H 4.42061 3.14800 -0.65931
H 2.45973 0.20161 -0.84681
H 2.74194 1.43694 -2.08515
H 1.12871 1.25504 -1.35928
H 0.37965 2.65097 2.97610
H 0.35662 4.41743 2.83521
H 1.66064 3.60577 3.73948
H 2.85360 4.68445 0.33839
H 3.60468 4.49957 1.94428
H 2.15185 5.48882 1.74389
O -1.30133 -0.63390 1.85058
C -1.20658 -1.29462 0.78629
N -1.85770 -2.43557 0.46707
C -1.28441 -2.98350 -0.76735
C -0.23050 -1.88647 -1.10223
O 0.48564 -1.88356 -2.07358
N -0.29120 -0.90418 -0.14028
C -2.31877 -3.06099 -1.88921
C -1.89996 -3.33753 -3.18929
C -2.82388 -3.40625 -4.21929
C -4.17653 -3.21410 -3.96444
C -4.59782 -2.95512 -2.67057
C -3.67228 -2.87786 -1.63624
C -0.65375 -4.35113 -0.51447
C -1.41572 -5.31642 0.13889
C -0.89912 -6.57692 0.38614
C 0.38402 -6.89563 -0.03450
C 1.13725 -5.94811 -0.70562
C 0.62458 -4.67955 -0.94845
H -2.11435 -3.04261 1.23105
H -0.84700 -3.48129 -3.39154
H -2.48620 -3.61241 -5.22727
H -4.89579 -3.26984 -4.77165
H -5.64974 -2.80792 -2.45906
H -4.00866 -2.66112 -0.63093
H -2.43027 -5.09140 0.45313
H -1.50044 -7.31181 0.90589
H 0.79197 -7.87841 0.16104
H 2.13831 -6.19212 -1.04004
H 1.21638 -3.94832 -1.48213
*
```

Quick look at the Löwdin charges, all values in e: 1.1211, -0.2363, 0.9325, -0.4278, -0.4792, -0.2126, -0.0748, -0.0569, -0.0582, -0.0471, -0.2545, 0.5377, -0.2593, -0.3839, -0.3405, 0.0354, 0.1006, 0.1099, 0.1099, 0.1148, -0.2989, 0.8997, -0.3202, -0.3989, -0.1029, -0.0862, -0.0847, -0.1058, -0.3925, 0.9144, -0.2746, -0.2679, 0.0456, 0.0045, 0.0324, 0.0407, 0.0199, 0.0347, 0.0809, 0.1018, 0.1018, 0.0922, 0.0337, 0.0191, 0.0396, 0.0338, 0.0411, 0.0114, -0.0416, -0.1055, -0.0379, -0.5106, -0.1242, -0.0986, -0.0117, -0.0382, 0.0993, 0.0743, 0.0909, 0.0868, 0.1000, 0.0647, 0.0842, 0.0958, 0.0995, 0.0814, 0.0958, 0.0937, -0.0187, -0.6190, 0.1830, -0.2404, -0.3969, 0.0913, 0.0923, -0.1453, -0.0209, -0.0708, -0.0911, -0.0826, -0.0454, -0.1318, -0.0263, -0.0664, -0.0794, -0.0748, -0.0290, 0.1580, 0.1167, 0.1046, 0.1008, 0.1029, 0.1046, 0.1166, 0.1050, 0.1049, 0.1075, 0.1066


Q: The lowest relative energy (zero: lowest compared OMol25 entry of this formula, charge and spin) belongs to which entry?
A: C36H44AsN4O9P2STi


Q: Look up the relative energy (zero: lowest compared OMol25 entry of this formula, charge and spin) of the second one.
A: 47.8 kJ/mol